Formula: C6H8O6Tm
Source: the OMol25 dataset
Level of theory: the ωB97M-V functional and the def2-TZVPD basis

Last column: natural (NBO) charge in e.
Geometry (Å):
O 0.95 1.82 0.60  -0.5229
O 2.63 0.88 -0.50  -0.7323
C 1.47 0.77 -0.04  0.9917
C 0.82 3.08 -0.08  -0.0622
C -0.27 3.88 0.57  -0.6266
H 1.79 3.60 -0.02  0.1872
H 0.62 2.90 -1.15  0.1846
H 0.00 4.17 1.60  0.2181
H -0.45 4.80 -0.01  0.2205
H -1.22 3.32 0.60  0.2286
C -0.11 -2.59 -0.72  0.0200
C -0.34 -3.50 0.49  -0.1552
O -1.74 -3.36 0.82  -0.4828
C -2.32 -2.49 -0.02  0.9611
O -1.48 -2.04 -0.93  -0.4991
O -3.40 -1.99 0.21  -0.5920
O 0.63 -0.71 -0.05  -0.9555
H -0.16 -3.31 -1.57  0.1793
H 0.25 -3.18 1.35  0.2043
H -0.15 -4.56 0.28  0.1959
Tm 2.48 -1.51 -1.45  1.0376

Results
HOMO level (spin up / spin down): -6.1466 / -7.4865 eV
energy relative to the best compared isomer or geometry (same formula, charge and spin): 368.26 kJ/mol
E_LUMO (spin up / spin down): -0.164 / -1.427 eV
DFT total energy: -48159.72843 eV
<S²>: 3.776
Kohn-Sham gap (spin up / spin down): 0.2199 / 0.2227 Ha
charge: 0
molar mass: 345.06 g mol⁻¹
multiplicity: 4

=====

Formula: C32H22Cl4F5N7O5SSeTc
Source: the OMol25 dataset
Level of theory: the ωB97M-V functional and the def2-TZVPD basis

Last column: Löwdin spin population.
Geometry (Å):
Tc -0.30 -0.23 -1.68  1.8556
O -0.29 -1.47 0.16  0.0103
C 0.53 -2.67 0.20  0.0038
C 1.42 -2.62 -1.07  0.0127
O 2.26 -3.45 -1.37  0.0231
O 1.09 -1.60 -1.90  0.0967
C -0.36 -3.95 0.20  0.0006
C 0.26 -5.20 -0.04  0.0002
C -0.53 -6.36 -0.19  -0.0001
C -1.91 -6.26 -0.14  0.0001
C -2.50 -5.05 0.11  0.0000
C -1.76 -3.88 0.27  0.0005
C 1.42 -2.61 1.45  0.0000
C 0.99 -1.81 2.57  0.0001
C 1.82 -1.72 3.68  0.0000
C 3.11 -2.25 3.66  0.0000
C 3.55 -2.98 2.56  0.0000
C 2.68 -3.23 1.51  -0.0001
H 0.00 -0.94 0.95  0.0008
H 1.33 -5.25 -0.12  0.0000
H -0.02 -7.29 -0.33  0.0000
H -2.55 -7.11 -0.25  0.0000
H -3.58 -4.91 0.18  0.0000
H -2.31 -2.97 0.50  0.0002
H -0.07 -1.45 2.71  0.0000
H 1.50 -1.16 4.56  0.0000
H 3.72 -2.14 4.57  0.0000
H 4.59 -3.29 2.48  0.0000
H 2.94 -3.99 0.74  0.0000
Cl -6.96 0.68 -1.02  0.0297
C -5.44 0.02 -1.35  0.0769
C -5.30 -1.37 -1.69  0.0550
Cl -6.73 -2.34 -1.77  0.0158
C -4.08 -1.89 -2.15  0.0187
Cl -3.94 -3.49 -2.82  0.0026
C -2.91 -1.10 -1.99  0.0930
O -1.71 -1.51 -2.46  0.2959
C -3.04 0.24 -1.43  0.1286
O -1.95 0.96 -1.12  0.2067
C -4.34 0.86 -1.30  -0.0034
Cl -4.42 2.59 -1.22  -0.0040
F -1.73 6.74 3.28  0.0000
C -1.67 5.42 3.23  0.0001
C -2.77 4.73 2.68  0.0000
F -3.86 5.36 2.16  0.0000
C -2.76 3.34 2.69  0.0001
F -3.84 2.69 2.19  0.0000
C -1.72 2.53 3.27  0.0000
S -1.68 0.84 3.38  0.0005
C -0.62 3.32 3.75  0.0001
F 0.45 2.72 4.28  0.0000
C -0.57 4.70 3.65  0.0000
F 0.55 5.38 4.02  0.0000
C 3.35 0.00 -3.29  0.0010
N 2.93 1.38 -3.02  -0.0002
C 3.73 2.42 -2.50  -0.0012
C 3.07 3.57 -2.60  -0.0012
N 1.76 3.32 -3.05  -0.0009
C 0.69 4.29 -3.35  0.0023
C 1.70 1.94 -3.35  0.0068
Se 0.18 0.96 -3.75  0.0428
H 4.41 -0.15 -3.01  0.0000
H 3.26 -0.23 -4.37  0.0005
H 2.68 -0.64 -2.71  -0.0001
H 4.71 2.19 -2.08  0.0000
H 3.37 4.53 -2.26  -0.0001
H 0.68 5.09 -2.60  0.0001
H -0.28 3.78 -3.31  0.0022
H 0.82 4.72 -4.36  -0.0001
N 3.49 2.35 1.35  0.0029
N 2.32 2.14 0.66  0.0077
N 1.25 3.02 0.69  -0.0020
C 0.37 2.37 -0.10  0.0049
N 0.82 1.19 -0.57  0.0091
N 2.09 1.00 -0.13  0.0045
H 3.34 2.97 2.15  0.0003
H 3.91 1.45 1.64  0.0002
H -0.60 2.73 -0.35  -0.0003

Results
HOMO level (spin up / spin down): -6.1059 / -6.1025 eV
energy relative to the best compared isomer or geometry (same formula, charge and spin): 104.96 kJ/mol
E_LUMO (spin up / spin down): -0.976 / -2.901 eV
DFT total energy: -196262.33780 eV
<S²>: 3.781
Kohn-Sham gap (spin up / spin down): 0.1885 / 0.1176 Ha
charge: 0
molar mass: 1030.40 g mol⁻¹
multiplicity: 4

=====

Formula: C5H7NO
Source: the OMol25 dataset
Level of theory: the ωB97M-V functional and the def2-TZVPD basis

Last column: natural (NBO) charge in e.
Geometry (Å):
C -0.35 -0.45 1.73  -0.6136
C 0.42 0.42 0.69  -0.4047
C 0.29 -0.02 -0.80  0.1010
C 0.16 -1.46 -1.00  0.2601
N 0.21 -2.61 -1.13  -0.3005
C -0.28 0.99 -1.71  -0.0796
O 1.03 0.47 -1.93  -0.4425
H -1.44 -0.48 1.57  0.2125
H -0.21 -0.02 2.73  0.2221
H 0.01 -1.48 1.76  0.2231
H 0.00 1.43 0.77  0.2087
H 1.47 0.46 0.97  0.2246
H -1.12 0.78 -2.36  0.2010
H -0.19 1.98 -1.28  0.1878

Results
HOMO level: -10.8156 eV
energy relative to the best compared isomer or geometry (same formula, charge and spin): 219.93 kJ/mol
SMILES: CC[C@@]1(C#N)CO1
E_LUMO: 0.777 eV
DFT total energy: -8833.92342 eV
Kohn-Sham gap: 0.4260 Ha
charge: 0
molar mass: 97.12 g mol⁻¹

=====

Formula: C40H112N10O11
Source: the OMol25 dataset
Level of theory: the ωB97M-V functional and the def2-TZVPD basis

Last column: Mulliken charge in e.
Geometry (Å):
C -1.30 0.12 3.68  -0.7221
O 0.14 -0.10 3.75  -0.3373
C 0.56 -1.19 2.94  -0.7693
C 1.76 -0.81 2.00  0.5278
C 1.26 0.23 0.99  -1.3976
N 2.32 -1.96 1.33  -0.6827
H -1.41 0.83 4.49  0.2639
H -1.98 -0.71 3.88  0.3108
H -1.58 0.63 2.76  0.3170
H 0.85 -1.91 3.70  0.3292
H -0.29 -1.67 2.45  0.4181
H 2.55 -0.39 2.62  0.2489
H 0.80 1.09 1.47  0.3126
H 0.42 -0.22 0.45  0.3329
H 1.97 0.53 0.22  0.3496
H 2.74 -2.52 2.06  0.2551
H 3.21 -1.83 0.87  0.2500
C -5.80 -6.23 7.73  -0.7748
O -6.36 -5.18 6.99  -0.2956
C -7.55 -5.54 6.28  -0.7293
C -8.37 -4.22 6.02  0.3129
C -7.66 -3.25 5.05  -1.4254
N -8.90 -3.53 7.14  -0.7437
H -6.56 -6.65 8.39  0.3276
H -5.01 -5.90 8.40  0.2512
H -5.37 -7.00 7.08  0.2920
H -7.37 -6.19 5.42  0.4550
H -8.20 -6.16 6.91  0.3936
H -9.26 -4.46 5.43  0.2871
H -7.65 -3.75 4.08  0.3773
H -6.59 -3.18 5.24  0.3019
H -8.01 -2.22 5.14  0.3900
H -8.09 -3.04 7.49  0.2977
H -8.97 -4.21 7.89  0.2827
C -0.83 2.31 -5.34  -0.7526
O -0.96 3.17 -6.48  -0.3619
C 0.06 4.18 -6.59  -0.5650
C -0.03 4.88 -7.95  0.5548
C 0.83 6.06 -8.07  -1.5353
N -1.43 5.11 -8.17  -0.8225
H -1.78 1.77 -5.33  0.2768
H -0.83 2.76 -4.35  0.2889
H -0.02 1.60 -5.52  0.2808
H -0.06 4.88 -5.77  0.3188
H 1.04 3.69 -6.55  0.3256
H 0.26 4.16 -8.71  0.2459
H 0.54 6.56 -9.00  0.3728
H 1.90 5.86 -8.08  0.3306
H 0.61 6.76 -7.27  0.3493
H -1.75 4.22 -7.81  0.4380
H -1.84 5.75 -7.50  0.2567
C -6.64 0.29 -0.44  -0.6245
O -7.10 0.36 -1.77  -0.3406
C -8.21 1.19 -1.95  -0.7377
C -8.35 1.75 -3.33  0.3221
C -7.18 2.80 -3.61  -1.2370
N -9.63 2.38 -3.60  -0.7084
H -6.04 -0.61 -0.39  0.2296
H -7.47 0.25 0.27  0.3164
H -6.15 1.24 -0.25  0.2152
H -9.02 0.51 -1.68  0.3396
H -8.25 2.04 -1.26  0.3651
H -8.28 0.89 -4.00  0.3115
H -7.28 3.70 -3.00  0.2926
H -7.02 3.05 -4.66  0.3334
H -6.25 2.34 -3.29  0.3245
H -9.66 3.15 -2.94  0.3047
H -10.28 1.73 -3.19  0.2962
C -2.43 -6.09 2.18  -0.7337
O -1.74 -6.38 0.94  -0.3348
C -0.41 -6.73 1.14  -0.6482
C 0.27 -6.84 -0.25  0.4234
C 1.70 -7.32 -0.17  -1.5109
N 0.28 -5.51 -0.87  -0.6861
H -1.96 -5.31 2.78  0.2619
H -2.59 -6.97 2.80  0.3114
H -3.47 -5.81 1.96  0.2794
H 0.13 -6.03 1.79  0.3163
H -0.39 -7.67 1.68  0.4092
H -0.30 -7.56 -0.83  0.2713
H 2.15 -7.37 -1.16  0.3757
H 1.79 -8.35 0.17  0.3971
H 2.31 -6.75 0.54  0.3464
H 1.01 -5.01 -0.39  0.2288
H -0.59 -5.01 -0.74  0.2854
C 0.75 -6.40 7.71  -0.7262
O 0.61 -7.81 7.50  -0.3251
C 1.60 -8.57 8.29  -0.7942
C 3.05 -8.39 7.79  0.6029
C 3.25 -8.65 6.25  -1.3068
N 3.87 -9.36 8.44  -0.7294
H 0.04 -5.77 7.17  0.2715
H 1.66 -6.09 7.20  0.2687
H 0.69 -6.13 8.76  0.2837
H 1.56 -8.20 9.31  0.3845
H 1.28 -9.61 8.27  0.3463
H 3.43 -7.41 8.06  0.2598
H 3.06 -9.67 5.94  0.3491
H 4.26 -8.36 5.97  0.3578
H 2.51 -8.07 5.70  0.2846
H 4.85 -9.12 8.42  0.2474
H 3.66 -9.38 9.43  0.2246
C 3.68 9.80 7.61  -0.7194
O 4.26 8.59 7.16  -0.3138
C 3.33 7.75 6.46  -0.8138
C 3.98 6.45 6.00  0.6947
C 3.08 5.41 5.37  -1.4298
N 4.73 5.79 7.02  -0.7850
H 2.78 9.57 8.17  0.3156
H 3.49 10.55 6.84  0.2706
H 4.39 10.26 8.28  0.2538
H 2.50 7.47 7.11  0.4046
H 2.93 8.29 5.59  0.3510
H 4.63 6.85 5.22  0.2063
H 2.56 4.81 6.12  0.3717
H 3.70 4.70 4.82  0.3414
H 2.31 5.84 4.72  0.3308
H 5.17 6.48 7.61  0.2749
H 5.56 5.36 6.66  0.2463
C 2.53 -3.90 -8.54  -0.6790
O 3.03 -3.54 -7.21  -0.3396
C 4.13 -2.68 -7.30  -0.6796
C 4.83 -2.23 -5.96  0.4326
C 4.06 -1.37 -4.98  -1.2538
N 6.11 -1.53 -6.16  -0.6731
H 3.32 -4.54 -8.92  0.2923
H 2.49 -2.99 -9.14  0.2957
H 1.55 -4.37 -8.55  0.2473
H 4.89 -3.20 -7.88  0.3156
H 3.89 -1.75 -7.82  0.3142
H 5.19 -3.17 -5.55  0.2960
H 4.55 -1.44 -4.01  0.3035
H 3.04 -1.74 -4.88  0.3590
H 3.88 -0.39 -5.41  0.3069
H 6.65 -2.01 -6.87  0.2581
H 5.96 -0.62 -6.57  0.2076
C 6.07 3.90 -5.47  -0.7442
O 5.90 3.67 -6.87  -0.2103
C 6.92 4.35 -7.68  -0.7180
C 6.74 4.09 -9.22  0.4781
C 6.92 2.62 -9.59  -1.4031
N 7.59 4.85 -10.15  -0.6942
H 6.27 4.96 -5.31  0.3243
H 6.89 3.36 -5.00  0.2914
H 5.11 3.60 -5.04  0.2246
H 6.85 5.43 -7.58  0.3606
H 7.90 4.01 -7.36  0.3586
H 5.75 4.30 -9.65  0.2317
H 6.73 2.54 -10.66  0.4283
H 6.12 2.00 -9.19  0.2645
H 7.93 2.28 -9.36  0.3233
H 7.56 4.49 -11.09  0.2458
H 8.57 4.87 -9.91  0.2331
C -0.83 6.02 -0.52  -0.7602
O -2.23 6.07 -0.31  -0.2869
C -2.67 5.62 0.97  -0.5805
C -4.17 5.42 0.84  0.5051
C -5.04 6.70 0.45  -1.4211
N -4.81 4.98 2.06  -0.7414
H -0.45 5.01 -0.62  0.2763
H -0.23 6.55 0.23  0.3097
H -0.72 6.57 -1.45  0.2575
H -2.11 4.72 1.22  0.3357
H -2.54 6.37 1.76  0.2541
H -4.39 4.70 0.05  0.1946
H -4.70 7.22 -0.45  0.3343
H -5.07 7.42 1.26  0.3408
H -6.06 6.40 0.25  0.3982
H -4.71 5.68 2.78  0.2831
H -5.81 5.01 1.91  0.2985
O 7.21 -3.56 0.03  -0.6341
H 7.55 -4.36 -0.38  0.3156
H 7.66 -2.85 -0.43  0.3190

Results
HOMO level: -8.8407 eV
energy relative to the best compared isomer or geometry (same formula, charge and spin): 467.58 kJ/mol
SMILES: COC[C@H](C)N.COC[C@H](C)N.COC[C@H](C)N.COC[C@H](C)N.COC[C@H](C)N.COC[C@H](C)N.COC[C@H](C)N.COC[C@H](C)N.COC[C@H](C)N.COC[C@H](C)N.O
E_LUMO: 0.223 eV
DFT total energy: -80709.88882 eV
Kohn-Sham gap: 0.3331 Ha
charge: 0
molar mass: 909.39 g mol⁻¹

=====

Formula: C38H80Cl14NO4P
Source: the OMol25 dataset
Level of theory: the ωB97M-V functional and the def2-TZVPD basis

Last column: Mulliken charge in e.
Geometry (Å):
C 18.69 6.53 10.74  -1.7486
C 19.50 7.66 11.45  -1.0146
C 18.67 8.92 11.74  1.2013
C 17.72 8.82 12.92  0.1778
P 16.58 10.22 13.14  0.3924
C 15.12 9.89 12.13  -1.5157
C 14.07 10.99 12.00  -0.1275
C 12.83 10.41 11.29  -0.5477
C 11.62 11.32 11.17  -1.3908
C 17.12 11.84 12.55  0.5905
C 17.21 12.19 11.05  -0.4411
C 17.14 13.67 10.68  -0.1354
C 17.23 13.91 9.18  -1.6120
C 15.98 10.18 14.83  -0.3275
C 15.76 8.70 15.36  -0.1749
C 15.52 8.68 16.89  -0.1753
C 14.22 9.35 17.34  -1.4382
H 19.26 5.60 10.81  0.4859
H 18.53 6.73 9.69  0.3695
H 17.74 6.33 11.23  0.2621
H 20.38 7.91 10.87  0.5617
H 19.87 7.21 12.37  0.1707
H 18.08 9.24 10.88  0.4232
H 19.37 9.73 11.95  -0.8856
H 18.24 8.74 13.87  -1.3666
H 17.05 7.97 12.79  1.2911
H 14.57 9.11 12.66  0.7457
H 15.44 9.54 11.15  0.7442
H 14.35 11.80 11.32  -0.0352
H 13.80 11.40 12.97  0.3695
H 12.56 9.44 11.72  0.4429
H 13.11 10.13 10.27  0.3059
H 11.34 11.73 12.14  0.3286
H 10.73 10.84 10.76  0.3974
H 11.85 12.14 10.49  0.3210
H 18.16 11.94 12.87  -0.5987
H 16.57 12.59 13.10  0.2081
H 16.48 11.64 10.44  1.1905
H 18.17 11.79 10.73  -1.6199
H 17.93 14.16 11.25  0.1077
H 16.20 14.17 10.92  0.5479
H 18.15 13.64 8.66  0.4070
H 16.98 14.95 8.98  0.4236
H 16.50 13.31 8.64  0.3174
H 15.01 10.67 14.91  0.9518
H 16.69 10.72 15.46  -0.3029
H 16.67 8.14 15.13  -0.4611
H 14.91 8.16 14.94  0.6135
H 16.38 9.03 17.46  -0.1147
H 15.44 7.63 17.19  0.5134
H 14.34 10.44 17.26  0.2932
H 14.02 9.19 18.40  0.4475
H 13.38 8.99 16.75  0.3214
C 20.90 12.61 21.38  -1.0470
C 21.27 14.10 21.31  -0.7011
C 21.32 14.70 19.92  -0.2190
C 22.18 13.82 19.01  -0.4181
N 22.38 14.46 17.64  0.8963
C 23.43 13.69 16.83  -0.4571
C 23.84 14.61 15.68  0.7476
C 23.62 16.03 16.22  -1.0919
C 23.06 15.85 17.64  -0.7807
C 21.08 14.47 16.85  -1.3633
H 19.95 12.32 20.93  0.2344
H 20.71 12.44 22.45  0.4058
H 21.59 11.90 20.92  0.2939
H 22.18 14.28 21.90  0.3544
H 20.53 14.65 21.90  0.4185
H 21.74 15.71 19.94  0.2678
H 20.31 14.75 19.50  0.2120
H 21.83 12.80 18.93  -0.2545
H 23.18 13.87 19.45  0.4603
H 23.00 12.78 16.42  -0.4064
H 24.32 13.56 17.44  0.5937
H 23.15 14.44 14.85  -0.9597
H 24.84 14.37 15.32  0.4307
H 22.84 16.47 15.60  0.3096
H 24.51 16.66 16.22  0.4037
H 22.39 16.61 18.01  0.4782
H 23.81 15.66 18.41  0.5084
H 20.77 13.43 16.79  0.7044
H 21.32 14.73 15.82  0.0350
H 20.36 15.14 17.29  0.5466
O 18.95 11.14 15.41  -0.2042
C 20.30 11.35 15.10  1.8039
C 20.87 12.80 15.02  2.0600
O 22.23 13.03 15.16  0.5443
H 20.54 10.78 14.19  -1.3180
H 20.86 10.90 15.94  -1.8214
H 20.27 13.34 15.78  -0.9108
H 20.49 13.28 14.09  -0.9269
O 18.55 14.20 7.79  -0.6114
C 19.04 13.34 8.47  0.7228
O 19.10 13.52 9.82  -0.6124
C 19.76 12.47 10.52  -0.1022
C 19.61 11.32 9.52  0.7016
C 19.67 11.98 8.16  -0.8840
H 19.25 12.30 11.47  -0.0953
H 20.80 12.69 10.78  0.6035
H 18.67 10.80 9.73  -0.1215
H 20.39 10.58 9.64  0.2780
H 19.07 11.45 7.42  0.3919
H 20.70 12.09 7.81  0.3676
C 22.35 9.50 12.24  1.6144
Cl 23.11 9.24 10.62  -0.1766
Cl 21.62 8.03 12.94  -0.1898
H 23.11 9.98 12.84  -0.2237
H 21.53 10.21 12.17  -1.0414
C 19.17 7.69 15.15  3.2197
Cl 18.08 6.32 14.73  -0.1686
Cl 20.21 7.28 16.55  -0.1100
H 19.77 7.75 14.26  -1.5029
H 18.54 8.55 15.36  -1.0683
C 21.85 15.19 12.25  1.5763
Cl 20.45 16.17 12.91  -0.2033
Cl 23.06 16.24 11.55  -0.1887
H 22.38 14.52 12.93  -0.8742
H 21.41 14.63 11.43  -0.2888
C 18.79 10.45 17.85  3.9533
Cl 18.67 9.43 19.28  -0.2195
Cl 18.39 12.08 18.38  -0.2389
H 19.79 10.41 17.44  -1.7630
H 18.04 10.19 17.11  -2.1407
C 17.67 14.21 15.40  1.9751
Cl 16.05 13.54 15.31  -0.1612
Cl 17.67 15.72 16.28  -0.2133
H 18.30 13.48 15.91  -1.1918
H 18.16 14.37 14.44  -0.3714
C 22.76 10.01 16.19  2.2774
Cl 22.29 10.12 17.89  -0.1331
Cl 24.44 9.76 15.84  -0.1308
H 22.10 9.32 15.67  -0.3617
H 22.56 11.02 15.85  -1.9609
C 25.32 12.43 13.47  0.8208
Cl 26.83 12.70 14.44  -0.1965
Cl 25.65 11.07 12.38  -0.1679
H 24.56 12.12 14.18  -0.8165
H 25.04 13.33 12.93  0.3078

Results
HOMO level: -6.7895 eV
E_LUMO: 0.145 eV
DFT total energy: -234965.06381 eV
Kohn-Sham gap: 0.2548 Ha
charge: 0
molar mass: 1142.38 g mol⁻¹

=====

Formula: C3H4N4
Source: the OMol25 dataset
Level of theory: the ωB97M-V functional and the def2-TZVPD basis

Last column: natural (NBO) charge in e.
Geometry (Å):
C 0.47 -0.65 -0.15  0.1773
C -0.59 -1.53 -0.08  -0.3245
C -1.13 1.59 -0.30  -0.0780
N 1.49 1.17 0.30  -0.1003
N 1.80 -0.88 -0.25  -0.2459
N 2.40 0.22 0.06  -0.0382
N 0.33 0.70 0.13  -0.1888
H -1.60 -1.16 0.08  0.1997
H -0.24 -2.54 0.00  0.2263
H -1.05 2.34 0.53  0.1962
H -1.89 0.74 -0.32  0.1762

Results
HOMO level (spin up / spin down): -8.3770 / -10.6530 eV
energy relative to the best compared isomer or geometry (same formula, charge and spin): 695.35 kJ/mol
E_LUMO (spin up / spin down): -2.158 / -1.293 eV
DFT total energy: -9129.65082 eV
Kohn-Sham gap (spin up / spin down): 0.2285 / 0.3440 Ha
charge: 0
molar mass: 96.09 g mol⁻¹